This record from the OMol25 dataset describes a molecular structure, C22H25FO3STi. The level of theory is the ωB97M-V functional and the def2-TZVPD basis.

```
53
Properties=species:S:1:pos:R:3:forces:R:3
O 0.022868 0.977152 2.808814 0.3206 -0.6096 -0.9607
C 0.242860 0.269460 1.840694 -0.4016 0.7172 1.1690
C 1.012455 0.796034 0.669565 -0.2362 0.1261 0.6157
C 1.531368 2.173625 0.822759 0.6197 0.1584 -0.6680
C 0.938026 3.221483 -0.141052 -0.6435 0.0318 -0.0319
C -0.570439 3.342480 -0.104496 -0.0873 0.3097 0.2205
C -1.114721 4.584249 0.199950 0.1871 0.2102 0.0944
C -2.479329 4.811497 0.223266 -0.0437 -0.2658 -0.1537
C -3.350732 3.777092 -0.080181 0.3125 0.4326 0.1976
C -2.821418 2.533995 -0.364288 -0.4099 -0.4616 -0.2451
C -1.457556 2.309136 -0.386677 0.2967 0.1903 0.1603
C 1.197419 -0.006694 -0.404059 -0.0938 -0.2836 -0.8778
C 2.028274 0.462480 -1.616321 -0.3921 -1.1789 0.8739
C 3.110650 -0.597092 -1.845613 0.2602 0.6927 -0.7584
C 2.860046 -1.279396 -3.183632 0.9790 -1.0089 0.4178
S 2.914660 -0.296632 -4.697838 0.2076 0.0643 -0.0853
C 0.615405 -1.353431 -0.352980 0.1524 1.5678 1.3092
O 0.806297 -2.186826 -1.335376 -2.2399 3.4763 2.0651
C -0.109805 -1.906614 0.760322 0.6504 0.0599 -0.3027
C -0.617946 -3.307518 0.627997 -1.7612 0.3278 0.4080
C -2.119376 -3.220319 0.318706 1.5567 1.1095 -1.2260
C -2.443565 -2.792647 -1.083948 -1.2985 -2.5503 0.8741
O -2.596899 -4.176721 -0.505713 -0.8997 -0.7912 0.2762
C -0.276291 -1.121018 1.850232 -0.6086 -0.3090 -0.1407
C -0.945418 -1.603619 3.082156 0.4200 -0.4765 0.0896
C 0.115604 -2.251420 3.995264 -0.3710 0.3989 0.3449
F 0.946295 -3.079974 3.265783 0.1534 -0.0760 -0.2349
H 1.451721 2.535375 1.838015 -0.3200 -0.1611 0.2137
H 2.603171 2.118954 0.615058 0.1741 0.0286 -0.0308
H 1.346890 4.177852 0.162124 0.1785 0.1403 0.0304
H 1.244156 3.082999 -1.175033 0.1849 -0.2335 -0.0689
H -0.448934 5.406848 0.414857 0.0943 0.1050 0.0667
H -2.859619 5.788919 0.462538 -0.0455 0.1973 0.0382
H -4.408020 3.978095 -0.085404 -0.2144 -0.2141 -0.0227
H -3.484401 1.718254 -0.609850 -0.1228 -0.1021 -0.0034
H -1.088084 1.325342 -0.630541 -0.0414 -0.1838 -0.1707
H 1.405084 0.530348 -2.501979 -0.2832 0.0656 -0.0804
H 2.452324 1.445590 -1.489957 -0.0100 0.1294 0.3724
H 4.118181 -0.194933 -1.893344 0.0487 0.3359 0.0965
H 3.129697 -1.273213 -0.986223 0.1335 -0.4000 -0.1360
H 1.875710 -1.746997 -3.148448 -0.7920 0.1406 -0.8701
H 3.642201 -2.047040 -3.307799 -0.0197 -0.0094 -0.2938
H 1.630005 0.086696 -4.761980 0.0052 -0.0762 0.1848
H -0.276833 -3.824592 -0.260406 0.5660 -0.3086 0.2774
H -0.532260 -3.886735 1.536003 0.6660 -0.2247 0.0548
H -2.770447 -2.850898 1.086915 -0.3384 0.1374 0.3946
H -3.455955 -2.451224 -1.213431 0.0916 0.6973 -0.5522
H -1.859900 -3.141027 -1.919197 0.6190 1.5317 -0.4520
H -1.437820 -0.801802 3.620088 0.0664 0.1810 0.0936
H -1.680507 -2.365540 2.864261 -0.1891 -0.0736 -0.2206
H 0.709524 -1.482629 4.478382 0.2376 -0.0005 0.0613
H -0.386567 -2.860658 4.735989 -0.0366 -0.0299 0.2412
Ti 1.641950 -3.346746 -2.193967 2.7180 -3.5346 -2.6551
```
Forces are in eV/Å.

- HOMO: -13.8 eV
- Total charge: +2
- HOMO-LUMO gap: 4.44 eV

This record from the OMol25 dataset describes a molecular structure, C46H34GeN3Re. The level of theory is the ωB97M-V functional and the def2-TZVPD basis.

```
85
Properties=species:S:1:pos:R:3:forces:R:3
Re 13.000381 -15.391454 3.071126 -0.3344 0.2949 -0.0007
C 9.787218 -19.507504 4.427454 1.4246 1.4765 -0.2207
C 10.799839 -20.145081 5.145928 -1.4500 -1.0290 -0.0492
C 12.044766 -19.606664 5.216354 1.4117 1.5876 0.5743
C 12.345187 -18.270158 4.751956 0.7567 -1.8776 0.6579
C 11.329826 -17.586138 4.061409 -0.8180 -2.7819 1.4350
C 10.083073 -18.228853 3.940438 -1.4339 0.1496 -0.6223
C 13.740384 -17.748443 5.004143 -0.0483 0.5105 -0.1514
C 14.602150 -18.352099 5.964875 -0.6494 -0.9455 -0.0063
C 15.920233 -18.000202 6.043867 -1.5006 -0.5947 -0.4006
C 16.437224 -17.025796 5.188598 -0.1605 0.2435 -0.8740
C 17.777010 -16.703395 5.119797 2.1471 0.8823 -0.4573
C 18.213502 -15.742367 4.214229 -0.0836 -0.9373 -1.4512
C 17.323216 -15.219250 3.197624 0.0987 0.5835 1.5170
C 15.964861 -15.423899 3.319625 0.4657 -0.6014 -0.7493
C 15.587620 -16.412262 4.268636 -2.8008 0.6544 0.2454
N 14.218718 -16.713967 4.307420 -0.0338 0.1603 -0.7231
H 8.838936 -19.957769 4.212731 -0.3481 -0.0724 0.2348
H 10.552256 -21.078182 5.674880 0.4288 0.3110 -0.5145
H 12.804671 -20.203612 5.734889 -0.2902 0.4390 -0.3176
H 9.245945 -17.688877 3.460250 0.7014 -0.2527 0.1254
H 14.151480 -19.169868 6.558441 0.7648 0.7473 -0.2211
H 16.576719 -18.572016 6.641771 0.6157 -0.2514 0.8765
H 18.504483 -17.273796 5.715520 -0.3510 0.5586 -0.0821
H 19.287766 -15.562934 4.043738 -0.6513 -0.0258 0.4472
H 17.723433 -14.568592 2.430445 0.0225 -0.0521 0.0269
H 15.251536 -14.952625 2.533184 1.1365 -0.8785 1.1808
C 10.776647 -10.440368 1.036460 -0.0494 2.5567 -0.0483
C 9.850588 -11.398526 1.312003 -0.8678 -1.2872 0.1333
C 10.295054 -12.698447 1.441205 1.2970 -1.0389 -0.2396
C 11.663887 -12.973306 1.407662 0.0997 0.5253 -0.4889
C 12.630061 -11.953009 1.200513 -0.8939 -0.7343 0.2466
C 12.154769 -10.673862 0.972223 -0.6226 -0.6029 -0.0283
N 12.061331 -14.375240 1.447965 0.5706 0.2500 -1.9932
N 11.985030 -14.948528 0.290304 -0.4221 0.6683 2.1326
C 12.429584 -16.273689 0.317067 0.4854 1.0888 1.5066
C 12.330111 -17.070208 -0.785929 -0.9747 0.4523 -2.3317
C 12.860905 -18.331624 -0.773996 0.6844 -0.0666 1.0105
C 13.603807 -18.745570 0.360706 -1.2833 1.0919 -0.9711
C 13.757644 -17.941602 1.474911 -3.4209 2.7269 -3.1326
C 13.066704 -16.671206 1.504278 1.9263 -2.0551 -0.3544
H 10.386869 -9.412835 0.894801 0.5175 -0.6432 -0.0481
H 8.762460 -11.273603 1.368460 0.5748 0.5524 -0.1501
H 9.642124 -13.560294 1.467872 -0.1581 0.3357 0.1335
H 13.700361 -12.127776 1.190665 -0.0913 -0.3025 -0.0954
H 12.838990 -9.903705 0.664228 0.0608 0.3014 0.1774
H 11.827379 -16.684783 -1.712160 0.4770 -0.3480 1.0738
H 12.722424 -18.927412 -1.654582 0.1754 -0.5006 -0.0546
H 13.973890 -19.718461 0.382293 0.8538 -1.4720 -0.0788
H 14.276252 -18.299482 2.247156 1.9565 -1.1562 3.0849
C 11.645194 -16.306895 3.656580 -0.1229 1.2933 -0.0727
Ge 10.929031 -14.633897 4.972848 1.1111 -1.0743 1.3440
C 9.274826 -14.081149 4.298180 0.1953 -2.3244 -1.3964
C 8.529097 -13.199959 4.991790 -0.9790 1.3357 -0.0425
C 7.235374 -12.911739 4.579494 -0.4957 -1.2470 -0.3246
C 6.648463 -13.595046 3.515407 1.9201 0.0303 -0.0247
C 7.431977 -14.542365 2.808298 -1.1942 0.2441 -0.2522
C 8.700147 -14.833234 3.239924 -0.4251 1.3937 0.7243
C 12.425990 -13.441458 4.890566 -0.2681 1.4008 -1.0190
C 12.199813 -12.074913 4.505344 -0.5214 -1.2567 0.0657
C 13.220453 -11.161037 4.431233 0.1543 -0.2155 -0.1465
C 14.552204 -11.571548 4.727853 -1.4354 -1.1395 -0.4954
C 14.783052 -12.918195 4.968939 0.8487 0.2629 0.5935
C 13.737712 -13.854705 5.049362 0.4119 -1.3112 1.1948
C 10.881664 -15.751958 6.619441 0.6687 -0.5546 -0.9776
C 12.021019 -16.035918 7.374484 1.3201 2.3726 0.3069
C 12.021625 -16.820257 8.492980 -1.0901 -1.1231 0.5822
C 10.841613 -17.506959 8.797913 0.3707 0.6651 -0.9106
C 9.703458 -17.258046 8.058079 -0.6365 -0.9336 0.0068
C 9.740342 -16.471983 6.921086 1.6496 0.6514 1.3540
H 8.930909 -12.620204 5.789605 0.3070 0.2055 0.7010
H 6.643771 -12.276216 5.185525 -0.4580 0.8235 0.2443
H 5.683456 -13.294083 3.203178 -0.8942 -0.1038 -0.3123
H 7.067677 -15.045205 1.891339 -0.0270 0.3485 0.7986
H 9.226250 -15.539918 2.661400 0.9391 -0.7468 -0.3408
H 11.165492 -11.868545 4.227735 0.3138 0.5873 0.0654
H 12.978730 -10.157823 4.070277 0.3028 -0.2205 0.3834
H 15.330814 -10.856284 4.691270 0.7538 0.4717 0.0917
H 15.764350 -13.316532 5.265178 -0.2606 0.5741 -0.4057
H 13.939452 -14.860455 5.509545 -0.0317 1.4111 -0.4074
H 12.908088 -15.399466 7.283208 -0.1552 -0.2637 -0.4218
H 12.834711 -16.905695 9.203918 0.3273 0.0505 -0.4708
H 10.842490 -18.260917 9.534477 -0.1834 -0.4115 1.1171
H 8.770389 -17.734052 8.359082 0.1930 0.0067 -0.2206
H 8.926939 -16.296082 6.333432 -2.5243 0.1567 -1.2963
```
Forces are in eV/Å.

- HOMO: -13.5 eV
- Total charge: +2
- Relative energy (zero: lowest compared OMol25 entry of this formula, charge and spin): 21.01 kcal per mole
- HOMO-LUMO gap: 6.49 eV

This record from the OMol25 dataset describes 4 unconnected molecules or ions with the total composition C18H32N6O5. The level of theory is the ωB97M-V functional and the def2-TZVPD basis.

```
61
Properties=species:S:1:pos:R:3:forces:R:3
C 4.434164 4.934347 -0.691521 -0.0139 0.5647 0.2106
C 4.013452 5.390324 -2.077893 0.3721 -0.4910 -0.5013
C 3.153732 4.376428 -2.839689 -0.3955 0.1029 0.9412
C 1.667152 4.576216 -2.569785 0.9679 0.0164 -0.8840
O 1.399701 4.096456 -1.252270 -0.0122 -0.0115 -0.2483
C 0.072070 3.888208 -0.975168 -0.7718 -0.1565 1.3406
C -0.480527 2.775906 -1.793412 0.4463 -0.6826 -1.2487
N -0.647616 1.930363 -2.561988 -0.3592 0.6557 0.7886
C -0.814650 5.117940 -1.130606 -0.4459 -0.1323 -0.0148
C -0.191598 6.317859 -0.626273 0.3862 0.9169 0.4576
N 0.254504 7.288885 -0.200032 -0.1043 -0.4416 -0.2486
N -0.033092 3.446610 0.444076 0.3144 0.3139 -0.4320
C 0.848328 2.655923 0.756368 -0.6351 0.3330 -0.6187
O 1.630988 1.860488 1.009224 0.7904 -0.6481 0.7323
H 3.627331 4.484101 -0.131576 -0.2415 -0.1970 0.0853
H 4.757762 5.800189 -0.124642 0.1337 0.1589 0.2139
H 5.277620 4.257049 -0.717711 0.0811 -0.3399 -0.1197
H 3.516891 6.353616 -2.045071 -0.2278 0.1992 0.0903
H 4.917863 5.546247 -2.656597 0.2284 0.1751 -0.1265
H 3.374692 3.380899 -2.468762 0.2413 -0.3424 -0.1401
H 3.341962 4.376302 -3.904259 -0.0438 0.1716 -0.2859
H 1.108738 4.029471 -3.327117 -0.3533 -0.2208 0.1258
H 1.445421 5.636826 -2.657532 -0.3193 0.1943 0.1694
H -1.709485 4.942491 -0.549032 -0.2845 -0.1076 0.1623
H -1.147437 5.251489 -2.149797 0.1575 0.1091 -0.4055
C -0.926885 -0.211853 1.388317 -0.1884 -0.3442 -0.3005
N -1.837809 -1.152684 2.010702 0.1006 0.1570 0.0422
C -2.449458 -2.187481 1.195292 -0.0412 0.0238 0.1836
C -2.138472 -1.102141 3.321268 0.0327 0.0976 0.1295
O -2.895643 -1.866105 3.887108 -0.0509 -0.1017 -0.0346
H -1.454763 0.326065 0.596468 0.1485 0.1020 -0.0309
H -0.090006 -0.760104 0.950149 0.0812 0.1605 -0.0439
H -0.535646 0.504568 2.105570 -0.0939 -0.0780 0.1576
H -3.535494 -2.095437 1.227511 -0.0063 -0.0563 -0.0393
H -2.179247 -3.171723 1.579100 -0.0278 -0.0287 -0.0522
H -2.107655 -2.092532 0.167874 0.0293 0.0398 -0.0045
H -1.624278 -0.283628 3.852220 0.0121 0.0084 -0.0206
C -3.305868 -5.274543 3.818737 -0.0388 -0.0579 0.3405
N -2.742505 -6.328550 4.643531 -0.0795 0.1119 -0.1260
C -3.218346 -6.491643 6.006177 0.1278 -0.1066 -0.0663
C -1.790981 -7.163751 4.191296 0.0700 -0.0393 -0.0865
O -1.286659 -8.059035 4.839956 0.0051 -0.0396 0.0717
H -3.130962 -4.301911 4.278703 -0.0547 0.0703 -0.1213
H -4.381606 -5.427350 3.706078 -0.0040 0.0707 -0.0786
H -2.844800 -5.284480 2.833251 0.0357 -0.0566 -0.0023
H -2.390741 -6.376620 6.706571 -0.0412 -0.0160 0.0524
H -3.638495 -7.489343 6.137774 -0.0057 0.0111 0.0654
H -3.979181 -5.745212 6.217595 -0.0021 0.0362 -0.0428
H -1.497984 -6.958109 3.146697 -0.0192 0.0219 -0.0067
C 1.021106 -3.224041 -3.107620 -0.1146 0.2356 0.0037
N 1.117326 -1.933762 -3.758115 -0.1007 -0.1801 0.1330
C 0.233695 -0.854815 -3.340202 0.2451 -0.1851 -0.2230
C 2.002399 -1.691898 -4.743324 0.1218 -0.0364 -0.0762
O 2.124534 -0.628216 -5.316676 -0.0300 0.0786 0.0054
H 0.019787 -3.639094 -3.242356 0.0266 -0.0829 0.0420
H 1.220207 -3.121398 -2.038237 -0.0013 -0.0959 0.0098
H 1.746224 -3.913973 -3.533562 0.0219 0.0150 -0.0262
H -0.370540 -0.523493 -4.183486 -0.0400 0.1063 0.0597
H 0.822880 -0.011868 -2.993260 -0.0260 0.0804 0.0155
H -0.416476 -1.199906 -2.539798 0.0126 -0.0441 0.0103
H 2.626769 -2.568270 -4.989444 -0.0160 -0.0180 0.0162
```
Forces are in eV/Å.

- HOMO: -9.1 eV
- Structure (SMILES): CCCCO[C@](C#N)(CC#N)N=C=O.CN(C)C=O.CN(C)C=O.CN(C)C=O
- Total charge: 0
- Relative energy (zero: lowest compared OMol25 entry of this formula, charge and spin): 92.25 kcal per mole
- HOMO-LUMO gap: 9.24 eV